Record 1
{"formula": "C21H28LaN3O2", "method": "wB97M-V/def2-TZVPD", "relative_energy_kcal_mol": 11.6, "gap_ha": 0.2940, "e_tot_ha": -1163.3021, "lumo_ev": -0.06, "species": ["O", "C", "C", "H", "H", "C", "H", "H", "C", "H", "H", "H", "C", "H", "H", "H", "La", "C", "C", "C", "H", "C", "C", "H", "H", "H", "H", "C", "C", "C", "H", "C", "C", "H", "H", "H", "H", "O", "C", "C", "H", "H", "C", "H", "H", "C", "H", "H", "H", "H", "N", "C", "N", "C", "N"], "coordinates": [[-0.914, -2.947, -2.228], [-0.105, -4.198, -2.173], [-0.704, -4.794, -3.432], [-0.343, -4.763, -1.258], [0.983, -4.022, -2.249], [-1.497, -3.458, -3.453], [-1.312, -5.680, -3.230], [0.014, -4.942, -4.244], [-2.975, -3.731, -3.305], [-3.153, -4.327, -2.405], [-3.304, -4.281, -4.197], [-3.548, -2.805, -3.236], [-1.164, -2.607, -4.657], [-0.087, -2.415, -4.708], [-1.690, -1.648, -4.624], [-1.486, -3.155, -5.553], [0.310, 1.809, 1.649], [1.842, 4.105, 1.112], [2.719, 3.356, 1.947], [3.095, 2.171, 1.250], [3.108, 3.683, 2.916], [2.454, 2.195, -0.031], [1.673, 3.392, -0.114], [1.112, 3.736, -0.987], [1.425, 5.086, 1.346], [3.809, 1.420, 1.596], [2.617, 1.478, -0.837], [-1.467, 3.876, 2.519], [-1.434, 3.909, 1.094], [-2.022, 2.702, 0.604], [-1.096, 4.746, 0.482], [-2.417, 1.917, 1.738], [-2.064, 2.648, 2.916], [-2.283, 2.358, 3.944], [-1.169, 4.687, 3.193], [-2.219, 2.464, -0.443], [-2.948, 0.963, 1.712], [0.399, -0.618, 1.127], [0.028, -0.395, -0.283], [0.895, -1.345, -1.085], [0.160, 0.677, -0.581], [-1.042, -0.670, -0.374], [0.909, -2.554, -0.127], [1.911, -0.950, -1.266], [0.415, -1.551, -2.045], [1.004, -1.970, 1.264], [1.678, -3.290, -0.357], [-0.077, -3.038, -0.179], [2.062, -1.856, 1.548], [0.445, -2.542, 2.014], [0.863, 1.903, 3.929], [1.131, 2.567, 4.881], [1.350, 3.099, 6.001], [1.840, 4.285, 6.267], [2.271, 5.323, 6.614]]}

---

Record 2
{"formula": "C21H28N2O3", "method": "wB97M-V/def2-TZVPD", "smiles": "CN1CCN(C(=O)c2ccc(COc3ccc(C(C)(C)C)cc3)o2)CC1", "relative_energy_kcal_mol": 69.2, "gap_ha": 0.3191, "e_tot_ha": -1152.2284, "lumo_ev": 0.66, "species": ["C", "N", "C", "H", "C", "N", "C", "O", "C", "C", "C", "C", "O", "C", "H", "O", "C", "C", "C", "C", "C", "C", "H", "H", "C", "C", "H", "H", "H", "C", "H", "H", "H", "C", "H", "H", "H", "H", "H", "H", "H", "H", "C", "C", "H", "H", "H", "H", "H", "H", "H", "H", "H", "H"], "coordinates": [[-0.094, -3.749, 0.816], [-1.079, -2.883, 1.427], [-0.803, -1.468, 1.277], [0.249, -1.279, 1.494], [-1.144, -0.935, -0.125], [-2.524, -1.234, -0.427], [-3.530, -0.370, -0.687], [-4.640, -0.753, -1.030], [-3.270, 1.081, -0.574], [-3.861, 2.090, -1.289], [-3.342, 3.298, -0.779], [-2.488, 2.948, 0.229], [-2.442, 1.611, 0.358], [-1.656, 3.788, 1.155], [-2.289, 4.213, 1.943], [-0.677, 3.056, 1.849], [0.277, 2.387, 1.137], [0.471, 2.473, -0.234], [1.466, 1.726, -0.846], [2.297, 0.882, -0.125], [2.103, 0.825, 1.255], [1.117, 1.557, 1.878], [0.970, 1.500, 2.945], [2.732, 0.195, 1.865], [3.385, 0.035, -0.765], [4.745, 0.434, -0.175], [4.940, 1.488, -0.360], [4.776, 0.265, 0.898], [5.540, -0.151, -0.634], [3.454, 0.214, -2.284], [4.243, -0.417, -2.689], [3.681, 1.244, -2.547], [2.518, -0.076, -2.756], [3.105, -1.445, -0.470], [3.107, -1.643, 0.598], [2.134, -1.730, -0.869], [3.865, -2.071, -0.933], [1.573, 1.822, -1.914], [-0.149, 3.111, -0.847], [-1.211, 4.621, 0.590], [-3.573, 4.291, -1.106], [-4.568, 1.965, -2.083], [-2.807, -2.653, -0.362], [-2.447, -3.170, 1.041], [-2.612, -4.248, 1.093], [-3.102, -2.683, 1.770], [-3.868, -2.796, -0.569], [-2.220, -3.176, -1.126], [-0.944, 0.131, -0.175], [-0.514, -1.436, -0.873], [-1.411, -0.929, 2.009], [-0.032, -3.672, -0.278], [0.884, -3.509, 1.232], [-0.333, -4.780, 1.073]]}

---

Record 3
{"formula": "C21H28N2O4S", "method": "wB97M-V/def2-TZVPD", "smiles": "COc1ccc(CCNC(=O)CCc2ccc(S(=O)(=O)NC(C)C)cc2)cc1", "relative_energy_kcal_mol": 19.3, "gap_ha": 0.3255, "e_tot_ha": -1625.6970, "lumo_ev": 0.67, "species": ["C", "H", "H", "H", "O", "C", "C", "C", "C", "C", "C", "H", "H", "C", "H", "H", "C", "N", "C", "O", "C", "H", "H", "C", "C", "C", "C", "C", "C", "C", "H", "H", "S", "O", "O", "N", "H", "C", "C", "H", "H", "H", "C", "H", "H", "H", "H", "H", "H", "H", "H", "H", "H", "H", "H", "H"], "coordinates": [[-2.940, 0.311, 1.927], [-2.740, 0.720, 2.915], [-3.974, 0.523, 1.632], [-2.772, -0.768, 1.956], [-2.029, 0.960, 1.068], [-2.164, 0.776, -0.270], [-2.966, -0.192, -0.867], [-3.068, -0.253, -2.246], [-2.402, 0.647, -3.061], [-1.584, 1.596, -2.457], [-1.455, 1.658, -1.087], [-0.828, 2.397, -0.614], [-1.059, 2.319, -3.068], [-2.527, 0.576, -4.558], [-2.468, 1.580, -4.985], [-3.487, 0.141, -4.837], [-1.406, -0.289, -5.157], [-0.106, 0.230, -4.807], [0.694, -0.380, -3.901], [0.507, -1.513, -3.516], [1.883, 0.476, -3.482], [1.523, 1.458, -3.171], [2.528, 0.605, -4.355], [2.678, -0.175, -2.345], [1.965, -0.064, -1.026], [1.152, -1.096, -0.573], [0.546, -1.013, 0.669], [0.748, 0.106, 1.450], [1.518, 1.160, 1.003], [2.122, 1.074, -0.239], [2.741, 1.886, -0.593], [1.639, 2.022, 1.639], [0.160, 0.129, 3.129], [-0.343, 1.411, 3.527], [-0.665, -1.028, 3.363], [1.638, -0.022, 3.905], [1.640, 0.461, 4.791], [2.221, -1.350, 3.961], [1.657, -2.177, 5.114], [2.069, -3.183, 5.097], [0.576, -2.236, 5.018], [1.905, -1.713, 6.067], [3.742, -1.229, 4.040], [4.198, -2.214, 3.997], [4.111, -0.630, 3.212], [4.031, -0.750, 4.972], [1.945, -1.822, 3.011], [-0.073, -1.810, 1.051], [0.999, -1.961, -1.198], [2.823, -1.228, -2.592], [3.654, 0.309, -2.272], [0.070, 1.194, -5.041], [-1.504, -0.329, -6.247], [-1.453, -1.302, -4.753], [-3.696, -1.012, -2.692], [-3.513, -0.900, -0.266]]}

---

Record 4
{"formula": "C21H28N3O2V", "method": "wB97M-V/def2-TZVPD", "spin_multiplicity": 2, "relative_energy_kcal_mol": 0.0, "gap_ha": [0.2165, 0.2358], "e_tot_ha": -2075.3667, "charge": 1, "lumo_ev": [-5.85, -5.32], "species": ["O", "C", "C", "H", "H", "C", "H", "H", "C", "H", "H", "H", "C", "H", "H", "H", "V", "C", "C", "C", "H", "C", "C", "H", "H", "H", "H", "C", "C", "C", "H", "C", "C", "H", "H", "H", "H", "O", "C", "C", "H", "H", "C", "H", "H", "C", "H", "H", "H", "H", "N", "C", "N", "C", "N"], "coordinates": [[-1.199, 1.188, -2.926], [-1.231, 0.239, -4.046], [-1.958, 1.201, -4.968], [-1.836, -0.636, -3.806], [-0.215, -0.043, -4.336], [-2.032, 2.092, -3.704], [-2.915, 0.809, -5.325], [-1.309, 1.600, -5.750], [-3.419, 2.111, -3.111], [-3.782, 1.085, -3.002], [-4.109, 2.691, -3.729], [-3.392, 2.544, -2.111], [-1.412, 3.470, -3.818], [-0.368, 3.416, -4.138], [-1.434, 3.944, -2.833], [-1.975, 4.085, -4.528], [1.159, -0.383, 2.581], [3.048, 0.481, 3.295], [3.522, -0.734, 2.692], [3.158, -0.734, 1.305], [4.118, -1.508, 3.186], [2.502, 0.509, 1.025], [2.458, 1.277, 2.243], [2.118, 2.309, 2.314], [3.203, 0.782, 4.332], [3.420, -1.498, 0.563], [2.210, 0.896, 0.052], [-0.256, 0.014, 4.407], [0.088, 1.180, 3.648], [-0.518, 1.047, 2.342], [0.598, 2.056, 4.033], [-1.244, -0.194, 2.324], [-1.105, -0.805, 3.601], [-1.632, -1.706, 3.919], [-0.033, -0.129, 5.461], [-0.530, 1.800, 1.556], [-1.915, -0.519, 1.528], [-1.601, -0.917, -1.563], [-0.470, -0.225, -0.951], [0.788, -0.651, -1.711], [-0.371, -0.583, 0.101], [-0.637, 0.856, -0.919], [0.465, -2.144, -1.867], [1.739, -0.467, -1.197], [0.818, -0.121, -2.670], [-1.067, -2.210, -1.928], [0.770, -2.614, -0.917], [1.028, -2.611, -2.685], [-1.437, -2.944, -1.197], [-1.468, -2.472, -2.913], [1.378, -2.170, 3.340], [1.689, -2.928, 4.199], [1.945, -3.896, 4.958], [2.206, -3.878, 6.249], [2.441, -3.963, 7.397]]}